Here is a gas-phase ion, C2H2NO3 (charge -1) from the OMol25 dataset. Energies are from ωB97M-V/def2-TZVPD.

Each atom is followed by the atoms it is bonded to, with distances in Å.
Geometry (Å):
1 O -0.8921 0.8584 1.5218  C2 1.220
2 C -0.8076 -0.1939 0.9098  O1 1.220, N3 1.341, H7 1.106
3 N -0.1863 -0.4216 -0.2561  C2 1.341, C4 1.548, H8 0.998
4 C 0.8989 0.5354 -0.8060  N3 1.548, O5 1.234, O6 1.232
5 O 1.8805 0.6135 -0.0625  C4 1.234
6 O 0.6602 0.9568 -1.9387  C4 1.232
7 H -1.3083 -1.0606 1.3804  C2 1.106
8 H -0.2452 -1.2879 -0.7488  N3 0.998

Summary:
**SMILES string**: O=CNC(=O)[O-]
**Charge**: -1
**Energy above the lowest of the compared OMol25 structures with the same formula, charge and spin**: 0.684 eV
**HOMO**: -4.4 eV
**Strongest force on any atom**: 1.22 eV/Å


Here is a gas-phase ion, C2H2NO3 (charge -1) from the OMol25 dataset. Energies are from ωB97M-V/def2-TZVPD.

Each atom is followed by the atoms it is bonded to, with distances in Å.
Geometry (Å):
1 O -0.7399 -0.1039 2.2575  C2 1.223
2 C -0.7075 0.1922 1.0710  O1 1.223, N3 1.329, H7 1.100
3 N 0.2563 -0.1394 0.2180  C2 1.329, C4 1.536, H8 1.007
4 C 0.4281 -0.1681 -1.3085  N3 1.536, O5 1.231, O6 1.226
5 O -0.4157 0.4776 -1.9292  C4 1.231
6 O 1.4713 -0.7602 -1.5615  C4 1.226
7 H -1.4364 0.8867 0.6272  C2 1.100
8 H 1.1437 -0.3848 0.6254  N3 1.007

Summary:
**SMILES string**: O=CNC(=O)[O-]
**Charge**: -1
**Energy above the lowest of the compared OMol25 structures with the same formula, charge and spin**: 0.279 eV
**HOMO**: -5.1 eV
**Strongest force on any atom**: 1.89 eV/Å


Here is 2 unconnected molecules or ions with the total composition C2H2NO3S from the OMol25 dataset. Energies are from ωB97M-V/def2-TZVPD.

Each atom is followed by the atoms it is bonded to, with distances in Å.
Geometry (Å):
1 C -0.0443 1.0513 -1.7096  C2 1.517, S7 1.631
2 C -0.1616 0.5382 -3.1322  C1 1.517, O4 1.281, O5 1.221
3 N 0.5422 -0.5738 -0.0544  H8 1.071, H9 1.022
4 O -0.2820 1.6436 -3.7675  C2 1.281
5 O -0.2613 -0.6424 -3.4265  C2 1.221
6 O -0.2286 2.8653 0.2105  S7 1.481
7 S -0.4549 2.5512 -1.2185  C1 1.631, O6 1.481
8 H 0.4774 -1.4691 -0.6383  N3 1.071
9 H -0.4776 -0.5736 0.0105  N3 1.022

Summary:
**Charge**: -1
**Energy above the lowest of the compared OMol25 structures with the same formula, charge and spin**: 4.494 eV
**HOMO (alpha / beta)**: -4.7 / -4.7 eV
**Strongest force on any atom**: 3.11 eV/Å


Here is 2 unconnected molecules or ions with the total composition C2H2NO3S from the OMol25 dataset. Energies are from ωB97M-V/def2-TZVPD.

Each atom is followed by the atoms it is bonded to, with distances in Å.
Geometry (Å):
1 C -2.1849 1.1596 -0.0770  O4 1.178, S7 1.576
2 C 0.1199 0.5037 -0.4525  N3 1.350, H8 1.035, H9 1.118
3 N 1.1079 1.3640 -0.1244  C2 1.350, O5 1.268, O6 1.252
4 O -2.1347 2.3329 -0.1665  C1 1.178
5 O 1.6555 1.9484 -1.1080  N3 1.268
6 O 1.5571 1.5810 1.0240  N3 1.252
7 S -3.0300 -0.1578 0.1060  C1 1.576
8 H 0.2443 0.2130 -1.4382  C2 1.035
9 H -0.1434 -0.2110 0.3659  C2 1.118

Summary:
**Charge**: -1
**Energy above the lowest of the compared OMol25 structures with the same formula, charge and spin**: 3.553 eV
**HOMO**: -3.8 eV
**Strongest force on any atom**: 3.70 eV/Å


Copy entry 1 word for word.
Here is a gas-phase ion, C2H2NO3 (charge -1) from the OMol25 dataset. Energies are from ωB97M-V/def2-TZVPD.

Each atom is followed by the atoms it is bonded to, with distances in Å.
Geometry (Å):
1 O -0.8921 0.8584 1.5218  C2 1.220
2 C -0.8076 -0.1939 0.9098  O1 1.220, N3 1.341, H7 1.106
3 N -0.1863 -0.4216 -0.2561  C2 1.341, C4 1.548, H8 0.998
4 C 0.8989 0.5354 -0.8060  N3 1.548, O5 1.234, O6 1.232
5 O 1.8805 0.6135 -0.0625  C4 1.234
6 O 0.6602 0.9568 -1.9387  C4 1.232
7 H -1.3083 -1.0606 1.3804  C2 1.106
8 H -0.2452 -1.2879 -0.7488  N3 0.998

Summary:
**SMILES string**: O=CNC(=O)[O-]
**Charge**: -1
**Energy above the lowest of the compared OMol25 structures with the same formula, charge and spin**: 0.684 eV
**HOMO**: -4.4 eV
**Strongest force on any atom**: 1.22 eV/Å